{"formula": "C34H49FO27", "method": "ωB97M-V with the def2-TZVPD basis set", "elements": ["O", "C", "O", "C", "C", "F", "O", "H", "H", "H", "C", "C", "C", "O", "C", "O", "O", "H", "H", "H", "H", "H", "H", "C", "C", "C", "O", "C", "O", "O", "H", "H", "H", "H", "H", "H", "C", "C", "C", "O", "C", "O", "O", "H", "H", "H", "H", "H", "H", "C", "C", "C", "O", "C", "O", "O", "H", "H", "H", "H", "H", "H", "C", "C", "C", "O", "C", "O", "O", "H", "H", "H", "H", "H", "H", "C", "C", "C", "O", "C", "O", "O", "H", "H", "H", "H", "H", "H", "C", "C", "C", "O", "C", "O", "O", "H", "H", "H", "H", "H", "H", "O", "C", "O", "C", "C", "O", "H", "H", "H", "H"], "coordinates": [[6.734, 3.560, 3.543], [5.966, 3.084, 2.784], [6.084, 1.894, 2.073], [4.765, 1.591, 1.656], [4.198, 3.011, 1.405], [2.851, 2.971, 1.564], [4.754, 3.600, 2.575], [4.649, 1.069, 0.706], [4.199, 1.098, 2.445], [4.527, 3.471, 0.474], [0.596, 6.789, -2.415], [1.757, 6.041, -1.761], [1.588, 4.532, -1.618], [2.658, 3.982, -2.397], [3.353, 4.985, -3.004], [4.396, 4.888, -3.594], [2.821, 6.153, -2.719], [0.862, 7.801, -2.701], [-0.179, 6.902, -1.644], [0.088, 6.182, -3.164], [2.017, 6.532, -0.823], [0.597, 4.231, -1.945], [1.764, 4.212, -0.592], [-2.133, 1.032, -3.773], [-2.640, 2.368, -3.181], [-1.700, 3.549, -3.430], [-2.450, 4.382, -4.329], [-3.567, 3.750, -4.703], [-4.348, 4.161, -5.513], [-3.844, 2.756, -3.846], [-1.927, 1.085, -4.840], [-2.854, 0.242, -3.573], [-1.241, 0.811, -3.181], [-2.823, 2.256, -2.115], [-0.739, 3.256, -3.862], [-1.396, 4.122, -2.555], [-0.853, -1.918, 4.611], [-2.023, -2.109, 3.645], [-3.366, -2.489, 4.254], [-4.280, -1.946, 3.308], [-3.666, -0.882, 2.726], [-4.277, -0.213, 1.956], [-2.386, -0.812, 3.085], [-0.832, -2.572, 5.477], [-0.904, -0.890, 4.988], [0.094, -1.861, 4.072], [-1.784, -2.901, 2.937], [-3.477, -2.063, 5.257], [-3.489, -3.556, 4.437], [-2.528, -2.123, -0.175], [-2.996, -3.536, 0.182], [-2.769, -4.639, -0.849], [-2.424, -5.748, -0.048], [-1.968, -5.302, 1.213], [-1.766, -6.023, 2.121], [-1.895, -3.970, 1.064], [-1.809, -2.212, -0.990], [-2.053, -1.604, 0.655], [-3.283, -1.392, -0.467], [-3.822, -3.610, 0.888], [-1.937, -4.438, -1.525], [-3.737, -4.830, -1.315], [-3.550, 2.715, 3.838], [-2.172, 3.255, 4.017], [-1.134, 3.158, 2.902], [-0.366, 4.323, 3.193], [-1.154, 5.263, 3.784], [-0.864, 6.416, 3.856], [-2.344, 4.702, 4.010], [-3.983, 3.087, 2.912], [-4.213, 3.074, 4.629], [-3.543, 1.634, 3.974], [-1.675, 2.966, 4.948], [-1.584, 3.168, 1.907], [-0.548, 2.242, 2.974], [1.396, -6.552, 0.840], [2.322, -6.033, 1.947], [3.709, -5.932, 1.331], [4.036, -4.538, 1.435], [3.096, -3.865, 2.102], [3.189, -2.739, 2.501], [2.006, -4.646, 2.206], [1.582, -7.496, 0.332], [1.345, -5.737, 0.112], [0.352, -6.647, 1.148], [2.243, -6.568, 2.889], [3.722, -6.191, 0.278], [4.471, -6.375, 1.973], [1.167, -1.837, 0.232], [1.124, -0.316, 0.230], [1.556, 0.463, -1.022], [0.685, 1.570, -0.966], [-0.385, 1.318, -0.157], [-1.397, 1.954, -0.181], [-0.127, 0.245, 0.559], [0.502, -2.201, -0.552], [0.999, -2.274, 1.214], [2.135, -2.275, -0.023], [1.787, 0.063, 1.020], [1.658, -0.114, -1.947], [2.549, 0.914, -0.921], [0.307, -2.897, -3.055], [0.486, -2.805, -4.240], [-0.450, -2.470, -5.106], [-0.035, -2.977, -6.370], [1.429, -2.849, -6.293], [1.654, -3.071, -4.861], [-0.408, -4.004, -6.472], [-0.479, -2.535, -7.263], [1.704, -1.797, -6.411], [2.053, -3.496, -6.898]], "max_force_ev_per_a": 3.7, "smiles": "O=C1OC[C@@H](F)O1.C[C@H]1COC(=O)O1.C[C@H]1COC(=O)O1.C[C@H]1COC(=O)O1.C[C@H]1COC(=O)O1.C[C@H]1COC(=O)O1.C[C@H]1COC(=O)O1.C[C@H]1COC(=O)O1.O=C1OCCO1", "de_lowest_ev": 0.238, "e_tot_ev": -94052.3076, "orbital_gap_ev": 10.7, "e_homo_ha": -0.394}

=====

{"formula": "C4H3CuMgO", "method": "ωB97M-V with the def2-TZVPD basis set", "elements": ["C", "C", "H", "Cu", "O", "C", "C", "Mg", "H", "H"], "coordinates": [[0.288, -1.531, 0.136], [1.189, -2.353, 0.254], [1.964, -3.079, 0.460], [-1.140, 1.309, 2.414], [0.802, 1.762, -0.888], [-0.332, 1.452, -0.654], [-1.269, 0.611, -0.264], [2.427, 0.529, -0.646], [-1.988, 1.534, -0.664], [-1.941, -0.234, -0.147]], "max_force_ev_per_a": 6.4, "de_lowest_ev": 1.097, "e_tot_ev": -56301.7320, "charge": 2, "orbital_gap_ev": 6.0, "e_homo_ha": -0.612}

=====

{"formula": "C4H7N2S", "method": "ωB97M-V with the def2-TZVPD basis set", "elements": ["C", "N", "C", "S", "C", "N", "C", "H", "H", "H", "H", "H", "H", "H"], "coordinates": [[1.277, -1.210, -0.859], [0.516, -1.019, -1.863], [-0.654, -0.543, -1.162], [-0.976, 1.238, -1.156], [-0.813, 1.282, 0.588], [0.428, 0.563, 0.906], [0.316, -0.799, 0.281], [2.273, -1.442, -1.062], [-1.547, -1.058, -1.024], [-1.690, 0.893, 0.982], [-0.802, 2.407, 0.841], [1.354, 0.947, 0.619], [0.478, 0.281, 1.897], [-0.160, -1.538, 1.013]], "max_force_ev_per_a": 4.8, "smiles": "C1=N[C@@H]2SC[NH2+][C@H]12", "de_lowest_ev": 3.567, "e_tot_ev": -18066.8251, "charge": 1, "orbital_gap_ev": 9.9, "e_homo_ha": -0.513}